Entry 1:
20
Properties=species:S:1:pos:R:3:forces:R:3:nbo_charge:R:1 method="wB97M-V/def2-TZVPD" orbital_gap_ha=0.3010 de_lowest_kcal_mol=50.3
N 1.55892 -1.87625 -1.43728 -0.5 -0.2 -0.5 -0.85
C 0.39684 -1.11861 -1.23529 1.4 -0.1 -0.1 -0.06
C -0.24942 -1.04147 -0.07731 -1.0 -0.4 0.2 0.07
N -0.08800 -1.98656 0.98332 0.6 0.7 -0.1 -0.83
C -1.22845 0.04773 0.22368 -0.7 0.4 -1.2 -0.42
C -0.64015 1.20498 1.01585 0.6 -0.2 1.7 -0.43
C 0.53202 1.95108 0.42430 -1.1 0.8 -1.6 -0.07
O 0.10193 2.95644 -0.53233 -0.1 -0.1 -0.2 -0.74
H 1.88961 -1.94663 -2.37961 0.2 -0.2 0.1 0.39
H 2.07270 -2.35585 -0.72533 -0.1 0.1 0.1 0.38
H 0.17600 -0.54768 -2.13008 -0.3 0.5 0.5 0.20
H -0.99996 -2.34920 1.22538 0.1 -0.2 0.1 0.37
H 0.53960 -2.73580 0.73019 -0.2 -0.2 0.0 0.36
H -1.64956 0.40878 -0.72301 0.4 0.2 -0.1 0.21
H -2.14088 -0.29213 0.71803 0.2 -0.4 0.4 0.20
H -1.41308 1.88374 1.37762 -0.2 0.3 -0.3 0.20
H -0.25553 0.80919 1.96562 0.0 -0.3 -0.1 0.22
H 1.13302 2.51608 1.13726 0.2 -0.7 0.3 0.18
H 1.06712 1.24397 -0.21214 0.6 0.1 0.5 0.19
H -0.80275 3.22824 -0.34887 0.1 -0.1 0.2 0.46



Entry 2:
20
Properties=species:S:1:pos:R:3:forces:R:3:nbo_charge:R:1 method="wB97M-V/def2-TZVPD" orbital_gap_ha="0.2540 / 0.2541" de_lowest_kcal_mol=147.0
C 0.83645 -0.87721 -1.26408 -0.2 0.1 0.3 -0.30
C 2.19877 -0.91451 -0.60716 0.0 0.1 0.0 -0.67
C -0.34226 0.23136 -0.64211 0.2 -0.2 0.4 -0.30
C 0.38199 1.23968 -1.20992 -0.3 -0.1 0.1 -0.02
H 0.21826 -1.72767 -0.96901 0.0 0.0 0.0 0.26
H 0.86101 -0.85494 -2.35259 0.0 0.1 0.1 0.21
H -1.29830 -0.03943 -1.08073 0.0 0.0 -0.1 0.23
H 2.92193 -0.30557 -1.15142 0.0 0.0 0.0 0.20
H 2.12918 -0.54271 0.41940 0.0 0.0 0.0 0.29
H 2.55625 -1.94577 -0.59412 0.0 0.0 0.0 0.22
H 0.10577 1.70815 -2.14720 0.1 0.0 -0.1 0.20
H 1.24539 1.60205 -0.65906 0.1 -0.1 0.0 0.24
N -1.52349 0.88481 1.38807 0.1 0.0 -0.3 -0.53
N -2.68154 0.05552 1.35912 0.2 0.1 0.2 -0.69
C -0.27559 0.14835 1.06360 0.2 0.1 0.0 0.35
O 0.80097 0.67767 1.52726 -0.3 0.0 -0.2 -0.82
H -1.35115 1.38425 2.25681 -0.1 -0.2 0.0 0.36
H -2.84816 -0.40795 2.25153 0.0 0.1 -0.1 0.33
H -3.48868 0.62147 1.12734 0.1 0.0 0.1 0.35
H -0.44679 -0.93754 1.28426 0.0 0.1 -0.2 0.08